{
  "formula": "C11H23B",
  "method": "ωB97M-V/def2-TZVPD",
  "elements": ["C", "C", "B", "C", "C", "C", "C", "C", "C", "C", "C", "C", "H", "H", "H", "H", "H", "H", "H", "H", "H", "H", "H", "H", "H", "H", "H", "H", "H", "H", "H", "H", "H", "H", "H"],
  "coordinates": [[1.31363, 1.42559, 2.46146], [1.91201, 1.04870, 1.14053], [1.22084, -0.06108, 0.26771], [2.00757, -0.61250, -1.00602], [2.03545, 0.52101, -1.98936], [-0.34825, -0.46604, 0.47527], [-0.27839, -1.65047, 1.51200], [-0.17475, -2.96465, 0.61329], [-1.49964, 0.11431, 0.02440], [-2.91184, -0.38833, 0.41759], [-1.49390, 1.36351, -0.78727], [-1.68106, 1.11956, -2.32444], [1.71653, 0.81183, 3.18115], [1.48719, 2.42314, 2.77823], [0.26744, 1.15743, 2.35201], [1.94186, 1.93603, 0.52336], [3.05504, 0.87862, 1.14712], [1.53634, -1.48260, -1.36137], [3.15395, -0.78974, -0.96428], [2.74916, 1.26319, -1.55929], [2.23906, 0.22912, -2.97819], [1.09542, 0.95421, -2.12367], [-1.22579, -1.60715, 2.13739], [0.42555, -1.60185, 2.25744], [0.76334, -3.00634, 0.24140], [-0.49837, -3.83850, 1.17101], [-0.88966, -2.80668, -0.13623], [-3.15516, 0.42538, 1.15358], [-3.65236, -0.16137, -0.36694], [-2.89583, -1.44150, 0.81168], [-2.42503, 1.93438, -0.45491], [-0.51521, 1.96999, -0.80420], [-1.06895, 0.30097, -2.75058], [-1.44102, 2.13023, -2.64853], [-2.76522, 0.87158, -2.41134]],
  "forces_ev_per_angstrom": [[-0.9, -0.3, -1.3], [2.4, -0.4, -0.6], [-0.8, 0.6, -0.7], [2.4, 0.0, 1.2], [0.5, 1.0, 1.0], [1.0, 0.7, 1.0], [-3.9, -0.5, -2.8], [-2.7, 1.4, 3.5], [1.3, -1.6, 0.9], [1.1, 1.4, 0.4], [0.4, 0.3, -1.0], [-1.3, -0.1, 1.4], [0.8, -1.5, 2.0], [-0.1, 1.0, 0.1], [-0.4, 0.5, 0.5], [-0.5, 0.4, -0.7], [-1.5, -0.1, 0.4], [-0.5, -1.2, -0.8], [-1.8, -0.4, 0.8], [-0.5, -0.2, -1.0], [1.1, -0.5, -1.2], [-1.7, 1.2, 0.2], [0.8, -0.4, -0.9], [2.4, 0.4, 1.3], [2.9, -0.6, -1.3], [0.4, -0.3, 0.1], [-0.8, 0.0, -1.4], [-0.3, -1.3, 0.2], [0.4, -0.8, 0.0], [-0.4, 1.3, -0.4], [1.6, 0.0, -0.4], [-1.5, -0.8, 1.1], [-0.2, 0.7, 0.3], [-0.3, -0.3, -1.2], [0.8, 0.2, -0.7]],
  "smiles": "CCB(CC)/C(CC)=C(/C)CC",
  "gap_ev": 9.03,
  "de_lowest_ev": 0.053,
  "spin_multiplicity": 1
}